Record 1
{"formula": "C87H186N10O28", "method": "ωB97M-V with the def2-TZVPD basis set", "symbols": ["C", "O", "C", "C", "N", "H", "H", "C", "C", "O", "C", "H", "H", "H", "H", "H", "H", "H", "H", "H", "H", "H", "H", "H", "H", "C", "O", "C", "C", "N", "H", "H", "C", "C", "O", "C", "H", "H", "H", "H", "H", "H", "H", "H", "H", "H", "H", "H", "H", "H", "C", "O", "C", "C", "N", "H", "H", "C", "C", "O", "C", "H", "H", "H", "H", "H", "H", "H", "H", "H", "H", "H", "H", "H", "H", "C", "C", "C", "C", "N", "C", "C", "C", "C", "C", "H", "H", "H", "H", "H", "H", "H", "H", "H", "H", "H", "H", "H", "H", "H", "H", "H", "H", "H", "H", "C", "C", "C", "C", "N", "C", "C", "C", "C", "C", "H", "H", "H", "H", "H", "H", "H", "H", "H", "H", "H", "H", "H", "H", "H", "H", "H", "H", "H", "H", "C", "C", "C", "C", "N", "C", "C", "C", "C", "C", "H", "H", "H", "H", "H", "H", "H", "H", "H", "H", "H", "H", "H", "H", "H", "H", "H", "H", "H", "H", "C", "C", "C", "C", "C", "C", "N", "O", "C", "C", "C", "H", "H", "H", "H", "H", "H", "H", "H", "H", "H", "H", "H", "H", "H", "H", "H", "H", "H", "C", "C", "C", "C", "C", "C", "N", "O", "C", "C", "C", "H", "H", "H", "H", "H", "H", "H", "H", "H", "H", "H", "H", "H", "H", "H", "H", "H", "H", "C", "C", "C", "C", "C", "C", "N", "O", "C", "C", "C", "H", "H", "H", "H", "H", "H", "H", "H", "H", "H", "H", "H", "H", "H", "H", "H", "H", "H", "C", "C", "C", "C", "C", "C", "N", "O", "C", "C", "C", "H", "H", "H", "H", "H", "H", "H", "H", "H", "H", "H", "H", "H", "H", "H", "H", "H", "H", "O", "C", "O", "O", "H", "O", "C", "O", "O", "H", "O", "C", "O", "O", "H", "O", "C", "O", "O", "H", "O", "C", "O", "O", "H", "O", "C", "O", "O", "H"], "coordinates": [[-28.751, 19.127, 13.158], [-28.122, 18.437, 14.233], [-28.523, 18.879, 15.478], [-29.971, 18.571, 15.819], [-30.082, 17.137, 16.145], [-30.421, 16.604, 15.306], [-29.138, 16.779, 16.413], [-31.039, 16.823, 17.253], [-32.446, 17.426, 17.132], [-32.376, 18.801, 17.514], [-33.615, 19.344, 17.903], [-29.074, 20.153, 13.370], [-29.563, 18.516, 12.825], [-27.981, 19.173, 12.332], [-28.449, 19.976, 15.521], [-27.853, 18.445, 16.221], [-30.620, 18.826, 14.926], [-30.241, 19.148, 16.730], [-30.540, 17.050, 18.194], [-31.279, 15.721, 17.182], [-33.044, 16.794, 17.846], [-33.005, 17.352, 16.228], [-33.714, 19.245, 18.943], [-34.523, 18.870, 17.440], [-33.720, 20.357, 17.601], [-27.987, 7.591, 13.648], [-28.144, 8.221, 12.421], [-28.207, 7.364, 11.263], [-29.631, 6.901, 10.982], [-30.567, 8.102, 10.764], [-30.931, 8.479, 11.619], [-29.727, 9.703, 10.551], [-31.573, 7.910, 9.729], [-32.419, 9.163, 9.807], [-33.251, 9.149, 8.682], [-34.647, 9.536, 8.880], [-28.859, 8.003, 14.340], [-27.016, 7.676, 14.137], [-28.220, 6.497, 13.582], [-27.556, 6.539, 11.497], [-27.762, 7.911, 10.480], [-30.074, 6.270, 11.805], [-29.651, 6.383, 9.995], [-32.096, 6.969, 9.786], [-31.118, 7.905, 8.702], [-31.741, 10.017, 9.795], [-33.008, 9.191, 10.725], [-35.296, 8.879, 8.180], [-34.724, 10.527, 8.467], [-34.980, 9.480, 9.961], [-26.902, 11.975, 22.696], [-27.151, 13.257, 22.243], [-27.816, 13.301, 20.953], [-29.203, 13.803, 21.130], [-29.091, 15.198, 21.586], [-28.628, 15.210, 22.507], [-28.593, 15.794, 20.864], [-30.461, 15.885, 21.686], [-30.501, 16.956, 22.734], [-30.022, 18.157, 22.247], [-30.284, 19.242, 23.140], [-26.917, 11.850, 23.775], [-25.933, 11.611, 22.415], [-27.619, 11.250, 22.319], [-27.729, 12.296, 20.507], [-27.181, 13.958, 20.349], [-29.782, 13.192, 21.835], [-29.788, 13.827, 20.192], [-31.196, 15.121, 21.910], [-30.591, 16.211, 20.654], [-29.862, 16.658, 23.553], [-31.571, 17.052, 23.032], [-31.408, 19.429, 23.006], [-29.697, 20.115, 22.804], [-30.103, 18.965, 24.225], [-24.605, 14.049, 25.075], [-23.184, 13.669, 24.671], [-23.030, 13.291, 23.218], [-23.394, 14.511, 22.419], [-23.206, 14.476, 20.935], [-24.385, 13.628, 20.334], [-23.831, 12.388, 19.676], [-22.414, 12.294, 20.198], [-21.930, 13.699, 20.463], [-23.216, 15.875, 20.441], [-24.452, 14.771, 25.875], [-25.176, 13.133, 25.438], [-25.230, 14.455, 24.297], [-22.863, 12.925, 25.401], [-22.482, 14.538, 24.815], [-23.778, 12.507, 22.952], [-22.117, 12.831, 22.993], [-22.693, 15.362, 22.655], [-24.425, 14.875, 22.544], [-24.911, 14.241, 19.598], [-25.096, 13.442, 21.158], [-23.875, 12.448, 18.607], [-24.432, 11.518, 20.092], [-21.689, 11.807, 19.520], [-22.405, 11.720, 21.154], [-21.490, 14.195, 19.565], [-21.257, 13.722, 21.335], [-22.389, 16.422, 20.925], [-24.125, 16.407, 20.734], [-23.187, 15.976, 19.313], [-20.189, 12.206, 6.444], [-21.599, 12.629, 5.940], [-22.777, 11.736, 6.511], [-23.879, 11.792, 5.492], [-25.156, 11.125, 5.891], [-25.839, 11.629, 7.118], [-26.872, 10.469, 7.461], [-26.346, 9.179, 6.757], [-24.999, 9.691, 6.234], [-26.099, 11.322, 4.801], [-19.926, 11.133, 6.172], [-20.178, 12.350, 7.534], [-19.461, 12.850, 5.919], [-21.632, 12.431, 4.872], [-21.670, 13.696, 6.106], [-23.149, 12.195, 7.421], [-22.468, 10.683, 6.730], [-23.523, 11.263, 4.624], [-24.104, 12.805, 5.266], [-26.219, 12.645, 6.981], [-25.111, 11.567, 7.948], [-27.897, 10.764, 7.099], [-26.849, 10.258, 8.560], [-26.985, 8.719, 5.999], [-26.193, 8.382, 7.444], [-24.637, 9.174, 5.350], [-24.254, 9.615, 6.948], [-27.049, 10.852, 4.970], [-25.807, 10.784, 3.902], [-26.246, 12.377, 4.665], [-17.690, 13.808, 14.798], [-17.948, 12.446, 15.429], [-18.856, 11.509, 14.594], [-20.312, 11.535, 15.048], [-21.285, 11.179, 13.912], [-22.719, 11.231, 14.471], [-22.990, 9.911, 15.226], [-21.847, 8.986, 14.760], [-21.107, 9.702, 13.662], [-21.118, 12.019, 12.733], [-17.242, 14.417, 15.555], [-18.653, 14.172, 14.379], [-16.936, 13.750, 14.049], [-18.419, 12.557, 16.416], [-16.961, 11.970, 15.568], [-18.529, 10.494, 14.635], [-18.796, 11.855, 13.564], [-20.683, 12.503, 15.501], [-20.502, 10.789, 15.791], [-23.315, 11.355, 13.566], [-22.916, 12.072, 15.144], [-23.983, 9.616, 14.947], [-22.954, 10.043, 16.303], [-22.230, 8.058, 14.352], [-21.207, 8.756, 15.575], [-21.613, 9.475, 12.720], [-20.076, 9.446, 13.464], [-21.035, 13.064, 13.022], [-21.988, 11.904, 12.109], [-20.178, 11.751, 12.293], [-24.586, 14.121, 14.295], [-25.752, 14.523, 13.535], [-25.974, 13.368, 12.484], [-26.303, 12.009, 13.055], [-27.541, 12.124, 13.971], [-27.553, 13.275, 15.050], [-26.934, 14.557, 14.430], [-27.417, 15.691, 14.528], [-26.665, 13.042, 16.258], [-29.006, 13.720, 15.330], [-25.620, 15.869, 12.848], [-24.302, 14.795, 15.057], [-23.781, 14.069, 13.536], [-24.709, 13.141, 14.694], [-25.014, 13.265, 11.849], [-26.736, 13.600, 11.737], [-25.373, 11.666, 13.485], [-26.417, 11.351, 12.150], [-27.722, 11.236, 14.577], [-28.346, 12.252, 13.251], [-27.303, 12.305, 16.778], [-26.614, 13.892, 16.921], [-25.741, 12.560, 16.084], [-28.950, 14.451, 16.143], [-29.565, 12.858, 15.745], [-29.549, 14.119, 14.428], [-25.601, 16.628, 13.554], [-26.525, 16.028, 12.228], [-24.784, 15.808, 12.118], [-32.942, 6.931, 17.986], [-32.545, 7.258, 16.608], [-33.442, 6.547, 15.535], [-33.399, 7.137, 14.195], [-33.662, 8.671, 14.175], [-32.832, 9.548, 15.087], [-32.785, 8.805, 16.444], [-33.083, 9.451, 17.450], [-33.445, 10.919, 15.238], [-31.394, 9.771, 14.545], [-31.068, 7.030, 16.391], [-32.477, 7.511, 18.748], [-32.823, 5.889, 18.052], [-34.066, 7.082, 18.038], [-34.467, 6.540, 15.871], [-33.144, 5.470, 15.580], [-34.224, 6.692, 13.568], [-32.374, 7.071, 13.730], [-34.686, 8.864, 14.370], [-33.436, 8.903, 13.087], [-34.458, 10.876, 15.602], [-33.357, 11.411, 14.293], [-32.783, 11.456, 15.925], [-31.240, 10.790, 14.187], [-31.217, 9.035, 13.736], [-30.680, 9.572, 15.324], [-30.399, 7.586, 17.006], [-30.890, 7.304, 15.371], [-30.753, 5.979, 16.580], [-31.599, 14.787, 8.806], [-32.901, 14.458, 9.446], [-32.739, 13.448, 10.686], [-34.017, 13.248, 11.418], [-34.423, 14.558, 12.069], [-34.800, 15.659, 11.000], [-33.482, 15.715, 10.062], [-32.911, 16.764, 9.889], [-35.007, 16.984, 11.633], [-35.951, 15.424, 10.113], [-33.853, 13.837, 8.355], [-30.992, 15.149, 9.605], [-31.560, 15.445, 7.983], [-31.109, 13.896, 8.426], [-32.035, 13.929, 11.390], [-32.134, 12.513, 10.387], [-33.995, 12.518, 12.207], [-34.833, 12.980, 10.705], [-33.661, 14.917, 12.760], [-35.325, 14.402, 12.719], [-35.524, 17.746, 10.975], [-34.141, 17.334, 12.125], [-35.726, 16.825, 12.405], [-36.866, 15.880, 10.589], [-36.165, 14.383, 9.810], [-35.853, 16.155, 9.291], [-34.455, 14.613, 7.943], [-34.612, 13.093, 8.748], [-33.263, 13.461, 7.522], [-21.434, 21.394, 18.852], [-21.356, 20.234, 17.871], [-22.696, 20.016, 17.165], [-22.716, 19.264, 15.879], [-21.702, 19.802, 14.893], [-20.242, 19.839, 15.485], [-20.329, 20.494, 16.883], [-19.418, 21.323, 17.111], [-19.268, 20.583, 14.534], [-19.805, 18.379, 15.729], [-20.865, 18.877, 18.614], [-20.436, 21.477, 19.321], [-22.191, 21.143, 19.576], [-21.684, 22.353, 18.439], [-23.236, 20.927, 17.043], [-23.185, 19.413, 17.896], [-23.729, 19.358, 15.439], [-22.747, 18.119, 16.100], [-22.061, 20.838, 14.796], [-21.675, 19.319, 13.941], [-19.391, 21.655, 14.514], [-19.622, 20.225, 13.575], [-18.225, 20.286, 14.547], [-19.643, 17.882, 14.735], [-20.584, 17.825, 16.256], [-18.854, 18.295, 16.166], [-21.278, 18.665, 19.571], [-19.783, 18.869, 18.874], [-21.165, 17.925, 18.036], [-28.966, 12.626, 11.086], [-29.810, 11.610, 11.121], [-30.731, 11.619, 11.878], [-29.472, 10.645, 10.304], [-29.230, 13.418, 11.680], [-21.633, 15.718, 16.805], [-22.719, 14.767, 16.980], [-22.416, 13.588, 16.789], [-23.789, 15.259, 17.427], [-20.907, 15.216, 16.407], [-30.084, 11.630, 19.466], [-30.666, 11.226, 18.208], [-30.593, 9.997, 18.059], [-31.016, 12.078, 17.352], [-29.483, 10.876, 19.685], [-24.255, 9.812, 11.409], [-24.156, 10.826, 10.472], [-24.303, 10.520, 9.279], [-23.820, 11.930, 10.882], [-24.325, 9.042, 10.810], [-30.470, 16.552, 11.603], [-29.944, 15.745, 12.656], [-28.994, 14.983, 12.261], [-30.634, 15.780, 13.728], [-29.931, 16.377, 10.825], [-26.249, 16.014, 19.037], [-27.522, 16.305, 18.553], [-28.367, 16.594, 19.376], [-27.688, 16.199, 17.339], [-25.780, 16.018, 18.197]], "lowdin_charge": [-0.076, -0.190, -0.234, -0.096, 0.052, 0.120, 0.104, -0.085, -0.192, -0.201, -0.094, 0.100, 0.054, 0.114, 0.131, 0.123, 0.158, 0.142, 0.117, 0.151, 0.140, 0.117, 0.073, 0.108, 0.081, -0.129, -0.213, -0.188, -0.116, -0.081, 0.080, 0.088, -0.186, -0.244, -0.189, -0.059, 0.102, 0.078, 0.095, 0.117, 0.103, 0.130, 0.131, 0.121, 0.146, 0.103, 0.104, 0.119, 0.049, 0.097, -0.121, -0.202, -0.170, -0.129, 0.046, 0.173, 0.121, -0.070, -0.249, -0.197, -0.079, 0.096, 0.066, 0.095, 0.126, 0.111, 0.153, 0.139, 0.132, 0.127, 0.127, 0.147, 0.113, 0.095, 0.107, -0.093, -0.243, -0.190, -0.145, -0.219, -0.075, -0.138, -0.161, -0.054, -0.015, 0.082, 0.101, 0.044, 0.120, 0.128, 0.123, 0.090, 0.149, 0.131, 0.096, 0.101, 0.090, 0.139, 0.131, 0.117, 0.141, 0.131, 0.104, 0.107, 0.097, -0.108, -0.229, -0.163, -0.133, -0.282, -0.086, -0.116, -0.121, -0.105, 0.001, 0.093, 0.068, 0.075, 0.096, 0.106, 0.105, 0.133, 0.139, 0.134, 0.141, 0.086, 0.119, 0.109, 0.116, 0.100, 0.148, 0.088, 0.099, 0.125, 0.115, -0.100, -0.238, -0.169, -0.094, -0.244, -0.088, -0.101, -0.134, -0.096, 0.023, 0.065, 0.077, 0.069, 0.106, 0.120, 0.105, 0.098, 0.131, 0.119, 0.098, 0.095, 0.107, 0.110, 0.125, 0.103, 0.138, 0.135, 0.118, 0.078, 0.097, -0.025, -0.452, -0.114, -0.153, -0.054, -0.357, 0.069, 0.157, 0.019, 0.001, 0.009, 0.076, 0.128, 0.044, 0.129, 0.110, 0.076, 0.136, 0.128, 0.093, 0.114, 0.082, 0.066, 0.071, 0.083, 0.082, 0.060, 0.098, 0.120, -0.019, -0.427, -0.128, -0.177, -0.122, -0.415, 0.078, 0.199, -0.009, 0.012, -0.005, 0.095, 0.093, 0.127, 0.125, 0.155, 0.148, 0.115, 0.112, 0.133, 0.097, 0.077, 0.081, 0.082, 0.072, 0.069, 0.081, 0.046, 0.128, -0.020, -0.384, -0.097, -0.181, -0.091, -0.424, 0.049, 0.223, -0.033, -0.028, 0.020, 0.061, 0.095, 0.112, 0.120, 0.141, 0.107, 0.107, 0.126, 0.152, 0.133, 0.083, 0.098, 0.130, 0.097, 0.115, 0.071, 0.089, 0.099, 0.001, -0.423, -0.129, -0.189, -0.098, -0.380, 0.034, 0.213, 0.005, -0.007, 0.031, 0.107, 0.103, 0.098, 0.128, 0.124, 0.132, 0.139, 0.141, 0.124, 0.095, 0.092, 0.099, 0.128, 0.038, 0.083, 0.067, 0.111, 0.088, 0.086, -0.724, 0.077, 0.111, 0.097, -0.009, -0.757, -0.018, -0.049, 0.082, -0.021, -0.743, -0.042, -0.045, 0.099, 0.039, -0.807, -0.032, -0.022, 0.109, 0.013, -0.643, -0.053, -0.049, 0.086, 0.045, -0.775, 0.022, -0.012, 0.064], "gap_ev": 5.11, "total_charge": 4, "homo_energy_ev": -14.13}

Record 2
{"formula": "C9H17N3O4S", "method": "ωB97M-V with the def2-TZVPD basis set", "symbols": ["C", "C", "C", "C", "C", "C", "C", "C", "C", "H", "H", "H", "H", "H", "H", "H", "H", "H", "H", "H", "H", "H", "H", "H", "H", "H", "N", "N", "N", "O", "O", "O", "O", "S"], "coordinates": [[2.364, -1.734, -0.086], [1.078, -0.806, -0.103], [3.301, -1.079, 1.097], [3.697, 0.390, 0.682], [-0.746, 0.225, -1.142], [-0.505, 1.770, -0.540], [-1.703, -0.679, -0.274], [-3.136, -0.158, -0.758], [-4.386, -0.207, 1.848], [3.939, -1.284, -1.290], [3.209, -2.880, -1.496], [2.097, -2.816, 0.016], [2.515, -1.004, 2.009], [4.054, -1.809, 1.376], [1.973, 0.763, 1.672], [2.249, 2.064, 0.405], [0.841, -0.472, -2.276], [-1.093, 0.373, -2.166], [-1.643, -0.517, 0.831], [-1.437, -1.854, -0.316], [-3.455, -0.077, -1.761], [-2.941, 0.773, -0.247], [-5.356, -0.657, 2.021], [-3.372, -0.473, 2.271], [-4.680, 1.014, 1.992], [-2.404, 2.159, -0.934], [3.014, -1.815, -1.365], [2.722, 1.231, 1.227], [0.522, -0.355, -1.272], [0.733, -0.513, 1.028], [4.702, 0.888, 0.141], [0.641, 2.215, -0.229], [-1.545, 2.614, -0.609], [-4.646, -0.918, 0.048]], "lowdin_charge": [-0.289, -0.426, -0.035, -0.503, -0.227, -0.323, -0.163, -0.499, -0.353, 0.101, 0.115, 0.145, 0.147, 0.097, 0.017, 0.213, 0.188, 0.150, 0.096, 0.166, 0.045, 0.026, -0.040, 0.039, 0.110, 0.140, 0.000, 0.092, 0.088, 0.003, 0.004, 0.028, 0.097, 0.750], "de_lowest_ev": 6.146, "gap_ev": 9.27, "total_charge": 0, "homo_energy_ev": -9.10}

Record 3
{"formula": "C7H14", "method": "ωB97M-V with the def2-TZVPD basis set", "symbols": ["C", "C", "C", "C", "C", "C", "C", "H", "H", "H", "H", "H", "H", "H", "H", "H", "H", "H", "H", "H", "H"], "coordinates": [[-1.015, 1.581, 1.172], [-0.293, 0.434, 1.823], [-0.691, -1.081, 1.438], [0.118, -1.617, 0.220], [0.035, -0.754, -0.969], [1.102, 0.166, -1.370], [1.134, 0.724, -2.625], [-0.915, 2.547, 1.658], [-0.900, 1.805, 0.019], [-2.069, 1.316, 1.211], [-0.516, 0.442, 2.924], [0.785, 0.551, 1.673], [-1.767, -1.186, 1.033], [-0.634, -1.717, 2.303], [1.101, -1.806, 0.669], [-0.346, -2.572, -0.116], [-0.729, -0.713, -1.746], [-0.700, 2.126, -0.746], [1.990, 0.439, -0.733], [0.244, 0.685, -3.416], [2.114, 1.369, -2.870]], "lowdin_charge": [-0.115, -0.245, -0.188, -0.256, -0.127, -0.279, -0.024, 0.084, -0.073, 0.081, 0.112, 0.098, 0.126, 0.084, 0.110, 0.113, 0.102, 0.116, 0.110, 0.087, 0.084], "de_lowest_ev": 8.124, "gap_ev": 4.71, "total_charge": 0, "homo_energy_ev": -5.95}